[1]
C4H5O4Yb | wB97M-V/def2-TZVPD

HOMO-LUMO gap (spin up / spin down) = 9.0 / 7.7 eV
energy above the lowest of the compared OMol25 structures with the same formula, charge and spin = 136.2 kJ/mol
highest occupied orbital energy (spin up / spin down) = -18.5586 / -18.5811 eV

Geometry as ORCA input:
```
! RIJCOSX wB97M-V def2-TZVPD def2/J DEFGRID3
* xyz 2 2
O -2.525 2.472 0.184
C -2.472 3.496 0.756
O -2.569 4.533 1.243
O 0.634 0.836 0.085
C 1.653 -0.017 0.322
C 1.534 -1.483 0.136
O 0.638 -2.198 -0.345
C -0.693 -1.752 -0.892
Yb -1.313 0.474 -0.569
H 2.046 0.026 1.369
H 2.574 0.197 -0.277
H 2.444 -2.045 0.394
H -1.361 -2.508 -0.456
H -0.590 -2.029 -1.952
*
```

=====

[2]
C10H16Cl2CoN2 | wB97M-V/def2-TZVPD

HOMO-LUMO gap (spin up / spin down) = 5.6 / 7.3 eV
energy above the lowest of the compared OMol25 structures with the same formula, charge and spin = 324.1 kJ/mol
highest occupied orbital energy (spin up / spin down) = -2.5539 / -4.2990 eV

Geometry as ORCA input:
```
! RIJCOSX wB97M-V def2-TZVPD def2/J DEFGRID3
* xyz -1 5
Co 0.846 0.042 0.412
Cl -0.221 -1.782 -0.012
Cl 1.520 1.808 1.494
C 2.545 -0.430 0.197
H 3.333 0.364 0.136
H 2.655 -1.357 -0.442
C -0.229 1.365 -0.863
C 0.929 0.628 -1.279
H -0.026 2.320 -0.301
C 0.966 -0.392 -2.431
H 1.840 1.279 -1.411
C -0.263 -0.179 -3.320
H 1.900 -0.234 -2.994
H 1.051 -1.411 -2.031
C -1.513 -0.109 -2.457
H -0.126 0.784 -3.820
H -0.313 -0.943 -4.102
C -1.513 1.060 -1.399
H -2.378 0.043 -3.103
H -1.623 -1.070 -1.946
H -1.845 1.978 -1.876
H -2.169 0.801 -0.571
N -1.074 0.049 4.212
C -0.686 -1.297 4.221
C -0.009 -1.493 2.981
N -0.029 -0.271 2.281
C -0.671 0.619 3.039
H -1.568 0.513 4.963
H -0.877 -1.977 4.993
H 0.386 -2.370 2.595
H -0.838 1.661 2.835
*
```

=====

[3]
C32H93F3N5O19V | wB97M-V/def2-TZVPD

HOMO-LUMO gap (spin up / spin down) = 6.4 / 6.4 eV
highest occupied orbital energy (spin up / spin down) = -9.9391 / -9.9391 eV

Geometry as ORCA input:
```
! RIJCOSX wB97M-V def2-TZVPD def2/J DEFGRID3
* xyz 1 4
V -4.419 0.950 -0.238
C -1.009 -0.068 0.925
O -0.038 0.407 0.017
O -2.249 0.275 0.345
C -0.687 -1.627 1.220
F -0.626 -2.428 0.154
F 0.538 -1.697 1.829
F -1.551 -2.183 2.033
C 0.221 1.818 -0.054
C 1.198 2.187 -1.125
H 2.194 1.760 -1.006
H 0.859 1.737 -2.059
H 1.292 3.237 -1.400
H 0.572 2.116 0.935
H -0.691 2.402 -0.178
H -0.866 0.483 1.855
C 3.740 -3.504 2.796
C 3.882 -4.395 4.026
C 2.659 -5.324 4.304
O 1.458 -4.597 4.119
C 0.331 -5.383 4.095
N 5.087 -5.118 4.013
H 2.797 -2.964 2.879
H 3.670 -4.153 1.923
H 4.563 -2.791 2.755
H 3.935 -3.712 4.874
H 2.675 -5.678 5.335
H 2.781 -6.245 3.733
H -0.572 -4.790 4.240
H 0.380 -6.108 4.908
H 0.327 -5.792 3.085
H 5.809 -4.463 3.751
H 4.943 -5.833 3.315
C 2.924 1.752 2.378
C 3.407 2.102 3.788
C 3.996 0.975 4.662
O 4.287 1.272 6.031
C 5.042 0.153 6.591
N 4.296 3.279 3.839
H 3.680 1.508 1.631
H 2.435 2.650 2.002
H 2.194 0.957 2.226
H 2.472 2.302 4.310
H 4.886 0.613 4.146
H 3.309 0.130 4.687
H 5.289 0.412 7.620
H 5.979 0.054 6.043
H 4.355 -0.689 6.506
H 5.039 2.814 3.337
H 4.712 3.270 4.759
C -3.108 -4.305 -0.975
C -4.384 -4.036 -1.740
C -5.146 -5.263 -2.167
O -6.263 -4.975 -3.022
C -7.192 -6.036 -3.082
N -5.191 -3.175 -0.907
H -3.327 -4.441 0.084
H -2.524 -3.385 -1.016
H -2.471 -5.142 -1.259
H -4.084 -3.501 -2.641
H -5.465 -5.855 -1.310
H -4.406 -5.849 -2.714
H -7.998 -5.699 -3.734
H -7.720 -6.312 -2.169
H -6.756 -6.924 -3.540
H -6.108 -3.291 -1.314
H -5.309 -3.667 -0.033
C 5.178 5.994 -4.213
C 4.914 6.062 -2.681
C 5.331 4.811 -1.947
O 5.007 4.898 -0.518
C 3.680 4.426 -0.206
N 5.493 7.256 -2.048
H 6.235 6.055 -4.473
H 4.700 6.835 -4.716
H 4.768 5.058 -4.592
H 3.849 6.185 -2.487
H 6.404 4.631 -2.025
H 4.906 3.893 -2.351
H 3.672 3.344 -0.333
H 2.918 4.958 -0.775
H 3.422 4.617 0.836
H 5.086 8.035 -2.545
H 5.123 7.327 -1.111
C -8.750 -0.093 -0.122
C -7.382 0.374 0.354
C -6.745 -0.663 1.322
O -5.393 -0.331 1.564
C -4.712 -1.213 2.419
N -6.598 0.527 -0.862
H -8.849 -0.996 -0.724
H -9.322 0.645 -0.684
H -9.315 -0.219 0.801
H -7.543 1.306 0.897
H -6.900 -1.691 0.994
H -7.304 -0.535 2.249
H -4.523 -2.205 2.010
H -5.178 -1.504 3.361
H -3.712 -0.845 2.648
H -6.616 -0.375 -1.316
H -7.188 1.046 -1.495
C 2.378 -2.366 -0.550
C 3.408 -1.213 -0.332
O 4.609 -1.567 0.237
O 3.086 -3.214 -1.423
H 1.403 -2.080 -0.943
H 2.245 -3.003 0.323
H 2.899 -0.406 0.196
H 3.639 -0.756 -1.295
H 4.882 -2.394 -0.168
H 2.848 -4.136 -1.297
C -3.484 -0.783 -2.952
C -1.936 -0.938 -2.888
O -1.330 0.278 -2.778
O -4.299 -0.836 -1.793
H -3.980 -1.489 -3.617
H -3.620 0.206 -3.389
H -1.568 -1.481 -3.759
H -1.677 -1.601 -2.063
H -1.408 0.505 -1.849
H -4.291 -1.765 -1.552
C 2.271 -0.995 -3.870
C 1.293 -1.791 -4.660
O 1.842 -2.280 -5.830
O 2.603 0.329 -4.375
H 3.141 -1.640 -3.747
H 1.899 -1.022 -2.845
H 0.407 -1.216 -4.926
H 0.930 -2.598 -4.023
H 1.254 -2.830 -6.353
H 1.732 0.704 -4.526
C 0.859 5.516 -3.042
C 0.259 6.113 -1.716
O 1.125 6.951 -1.017
O 0.945 6.499 -4.081
H 0.171 4.723 -3.334
H 1.888 5.176 -2.922
H -0.044 5.268 -1.099
H -0.558 6.773 -2.008
H 0.823 7.044 -0.110
H 1.247 7.324 -3.694
O 0.231 1.434 -4.619
H -0.384 1.056 -3.991
H -0.186 2.247 -4.904
O -4.418 2.332 1.397
H -4.924 3.021 1.828
H -3.507 2.608 1.493
O -1.897 3.380 2.365
H -1.492 3.101 3.186
H -1.791 4.331 2.356
O 0.463 0.251 4.472
H 0.729 -0.199 3.670
H 0.577 -0.402 5.162
*
```

=====

[4]
C64H170N14O18 | wB97M-V/def2-TZVPD

HOMO-LUMO gap = 8.6 eV
energy above the lowest of the compared OMol25 structures with the same formula, charge and spin = 492.3 kJ/mol
highest occupied orbital energy = -8.4993 eV

Geometry as ORCA input:
```
! RIJCOSX wB97M-V def2-TZVPD def2/J DEFGRID3
* xyz 0 1
C 3.347 1.582 -1.240
O 2.273 0.742 -0.839
C 0.960 1.193 -1.188
C -0.052 0.296 -0.363
N -1.433 0.526 -0.876
C -2.380 -0.239 -0.099
C -3.688 -0.488 -0.863
O -3.438 -1.266 -2.086
C -2.959 -2.560 -1.982
H 3.296 2.529 -0.701
H 3.441 1.727 -2.316
H 4.315 1.181 -0.942
H 0.828 1.070 -2.263
H 0.859 2.253 -0.954
H -0.033 0.600 0.683
H 0.266 -0.726 -0.571
H -1.392 0.243 -1.845
H -2.613 0.361 0.781
H -2.021 -1.197 0.276
H -4.073 0.480 -1.183
H -4.318 -1.016 -0.148
H -3.152 -2.980 -2.969
H -3.536 -3.146 -1.265
H -1.878 -2.499 -1.855
C -10.902 5.851 4.928
O -11.200 4.612 5.532
C -10.747 4.469 6.895
C -11.065 3.000 7.408
N -10.523 1.921 6.642
C -9.098 1.875 6.970
C -8.424 0.751 6.158
O -8.573 1.014 4.806
C -8.480 -0.076 3.911
H -11.415 6.610 5.518
H -11.419 5.944 3.973
H -9.830 6.017 4.825
H -11.163 5.221 7.567
H -9.660 4.549 6.908
H -12.141 2.825 7.390
H -10.702 2.853 8.425
H -10.583 2.240 5.686
H -9.010 1.671 8.037
H -8.459 2.734 6.764
H -8.920 -0.183 6.423
H -7.404 0.662 6.530
H -9.272 -0.811 4.054
H -7.558 -0.638 4.055
H -8.614 0.273 2.887
C 10.792 -0.120 -1.091
O 12.142 -0.284 -1.449
C 12.947 -0.488 -0.266
C 14.469 -0.427 -0.626
N 15.297 -0.559 0.603
C 16.688 -0.158 0.363
C 17.606 -0.431 1.553
O 17.999 -1.788 1.643
C 18.597 -2.049 2.953
H 10.390 0.438 -1.936
H 10.612 0.448 -0.178
H 10.321 -1.096 -0.968
H 12.615 -1.384 0.258
H 12.902 0.380 0.392
H 14.630 0.567 -1.043
H 14.683 -1.246 -1.313
H 15.243 -1.473 1.030
H 16.653 0.902 0.108
H 17.049 -0.715 -0.501
H 17.154 -0.012 2.452
H 18.517 0.135 1.362
H 18.244 -3.011 3.323
H 18.430 -1.290 3.717
H 19.683 -2.023 2.869
C -9.830 7.230 -0.093
O -8.892 7.263 0.983
C -7.900 6.242 0.987
C -6.491 6.649 1.533
N -5.485 5.794 0.881
C -5.580 4.327 1.031
C -5.640 3.855 2.517
O -4.485 4.294 3.118
C -4.321 3.829 4.453
H -10.640 7.937 0.086
H -10.308 6.278 -0.326
H -9.292 7.587 -0.972
H -7.710 5.938 -0.042
H -8.251 5.363 1.527
H -6.305 6.624 2.606
H -6.227 7.677 1.285
H -4.630 6.141 1.292
H -4.648 3.842 0.739
H -6.378 3.862 0.453
H -5.664 2.766 2.465
H -6.561 4.170 3.008
H -5.188 3.881 5.111
H -3.602 4.462 4.973
H -3.857 2.845 4.527
C 0.980 -6.255 -3.462
C 0.523 -7.725 -3.545
C -0.426 -7.907 -4.759
O -1.577 -7.130 -4.469
C -2.624 -7.048 -5.440
N 1.758 -8.444 -3.729
H 1.586 -6.236 -2.556
H 0.129 -5.616 -3.225
H 1.426 -5.917 -4.398
H 0.131 -8.017 -2.570
H -0.615 -8.963 -4.954
H 0.017 -7.400 -5.616
H -2.294 -6.316 -6.177
H -3.549 -6.646 -5.027
H -2.858 -8.010 -5.895
H 2.183 -8.550 -2.819
H 1.554 -9.414 -3.925
C -3.676 -4.121 4.475
C -4.734 -5.248 4.236
C -5.901 -5.324 5.269
O -6.790 -6.388 4.912
C -7.997 -6.522 5.651
N -5.246 -5.015 2.868
H -3.081 -4.317 5.366
H -4.180 -3.186 4.722
H -3.060 -3.827 3.625
H -4.215 -6.204 4.293
H -6.514 -4.426 5.181
H -5.581 -5.333 6.310
H -8.503 -5.564 5.532
H -7.767 -6.809 6.677
H -8.670 -7.342 5.399
H -6.121 -5.519 2.831
H -4.685 -5.491 2.177
C -8.010 2.063 -3.699
C -8.005 0.737 -4.325
C -9.250 -0.133 -3.965
O -9.314 -0.489 -2.579
C -8.799 -1.778 -2.345
N -7.926 0.807 -5.746
H -8.884 2.624 -4.029
H -7.190 2.695 -4.041
H -8.005 2.070 -2.609
H -7.069 0.267 -4.023
H -9.371 -0.985 -4.635
H -10.073 0.549 -4.180
H -8.678 -1.863 -1.265
H -7.829 -2.033 -2.772
H -9.576 -2.467 -2.674
H -7.070 1.291 -5.974
H -8.702 1.321 -6.137
C 2.259 -4.812 2.774
C 2.297 -5.264 4.226
C 2.855 -6.742 4.413
O 3.252 -7.171 5.755
C 2.150 -7.479 6.592
N 3.291 -4.443 4.876
H 2.172 -3.731 2.663
H 1.395 -5.122 2.186
H 3.141 -5.127 2.217
H 1.335 -5.079 4.705
H 3.664 -6.928 3.708
H 2.009 -7.293 4.001
H 2.521 -7.575 7.612
H 1.731 -8.440 6.292
H 1.318 -6.775 6.602
H 2.878 -3.549 5.099
H 3.515 -4.873 5.762
C 7.294 6.667 0.843
C 6.989 6.545 -0.644
C 7.214 7.774 -1.484
O 8.530 8.165 -1.300
C 8.949 9.181 -2.229
N 7.904 5.471 -1.108
H 6.829 7.604 1.151
H 8.339 6.733 1.146
H 6.729 5.862 1.313
H 5.919 6.347 -0.700
H 6.553 8.565 -1.129
H 6.811 7.636 -2.488
H 9.956 9.476 -1.935
H 8.380 10.103 -2.108
H 8.920 8.854 -3.268
H 8.812 5.870 -0.915
H 7.853 5.513 -2.116
C 6.651 4.415 -6.243
C 8.104 4.465 -6.560
C 8.451 4.764 -8.031
O 8.156 3.634 -8.829
C 8.588 3.589 -10.214
N 8.688 5.481 -5.655
H 6.121 5.277 -6.648
H 6.516 4.532 -5.168
H 6.092 3.545 -6.586
H 8.527 3.492 -6.310
H 9.528 4.923 -8.057
H 7.969 5.681 -8.369
H 8.213 4.437 -10.787
H 8.355 2.646 -10.709
H 9.662 3.773 -10.234
H 8.593 6.372 -6.120
H 9.692 5.385 -5.614
C 5.712 1.553 3.669
C 4.770 0.462 4.128
C 3.301 0.924 4.333
O 2.537 -0.181 4.805
C 1.194 0.127 5.181
N 4.940 -0.600 3.156
H 5.850 2.186 4.545
H 5.390 2.247 2.892
H 6.714 1.182 3.457
H 5.241 0.003 4.997
H 2.900 1.325 3.402
H 3.247 1.716 5.080
H 1.250 0.725 6.091
H 0.654 -0.791 5.415
H 0.650 0.716 4.444
H 4.424 -1.364 3.569
H 4.482 -0.290 2.312
C -3.283 -8.951 0.389
C -4.733 -9.564 0.683
C -5.716 -9.384 -0.475
O -5.822 -8.009 -0.689
C -6.673 -7.690 -1.789
N -4.614 -10.981 0.941
H -3.298 -7.864 0.464
H -2.961 -9.248 -0.609
H -2.481 -9.299 1.041
H -5.186 -9.079 1.547
H -6.692 -9.790 -0.208
H -5.294 -9.858 -1.361
H -6.962 -6.639 -1.800
H -7.633 -8.190 -1.665
H -6.183 -7.953 -2.727
H -4.160 -11.056 1.840
H -5.517 -11.401 1.112
C 0.420 4.908 1.923
C 0.156 6.350 1.440
C 0.185 6.607 -0.083
O 1.561 6.458 -0.498
C 1.752 6.566 -1.931
N -1.186 6.578 1.959
H 1.493 4.743 1.819
H -0.031 4.223 1.205
H 0.133 4.651 2.942
H 0.878 6.959 1.983
H -0.037 7.667 -0.199
H -0.515 6.010 -0.667
H 2.649 6.013 -2.211
H 1.952 7.565 -2.316
H 0.907 6.158 -2.485
H -1.518 5.645 2.158
H -0.951 6.843 2.905
C -1.851 -1.918 -7.396
C -0.664 -1.307 -6.661
C 0.250 -0.536 -7.602
O 0.844 -1.376 -8.628
C 1.659 -2.438 -8.154
N -1.126 -0.433 -5.576
H -2.587 -2.427 -6.774
H -1.505 -2.626 -8.150
H -2.371 -1.090 -7.877
H -0.072 -2.118 -6.237
H 1.015 -0.050 -6.997
H -0.340 0.270 -8.040
H 1.059 -3.206 -7.667
H 2.463 -2.159 -7.472
H 2.155 -2.818 -9.048
H -1.817 -0.923 -5.026
H -1.784 0.187 -6.026
*
```